A molecular structure, C16H36B4Br2F3NO16P2 at a distorted geometry. Source: OMol25; level of theory: the ωB97M-V functional and the def2-TZVPD basis.

**E_HOMO**: -10.22 eV
**HOMO-LUMO gap**: 9.62 eV
**Spin multiplicity**: 1
**E_LUMO**: -0.61 eV

Positions of all 80 atoms, in Å:
O -2.687 2.527 -6.131
N -3.352 1.930 -5.405
O -2.768 1.935 -4.066
B -3.047 0.786 -3.366
O -3.712 -0.310 -3.904
B -2.716 -1.279 -4.068
C -2.505 -1.925 -5.476
C -1.432 -3.024 -5.598
C -0.009 -2.515 -5.339
F 0.064 -1.167 -5.432
Br 1.124 -3.171 -6.820
C 0.653 -3.009 -3.989
F -0.206 -3.681 -3.222
F 1.664 -3.851 -4.216
Br 1.423 -1.534 -2.987
O -1.963 -1.542 -2.936
B -2.187 -0.674 -1.864
O -2.075 -1.149 -0.573
B -0.732 -1.106 -0.168
O -0.024 -2.239 0.108
O -0.136 0.123 -0.075
O -2.587 0.634 -2.071
H -3.465 -2.395 -5.723
H -2.374 -1.136 -6.218
H -1.717 -3.878 -4.988
H -1.456 -3.374 -6.627
H -0.596 -3.001 -0.040
H 0.824 0.017 -0.116
O 6.435 1.459 0.729
P 5.808 0.263 0.135
O 6.891 -0.295 -0.950
C 8.296 -0.212 -0.724
C 8.854 -1.475 -0.096
O 4.643 0.836 -0.821
C 4.246 2.209 -0.761
C 5.008 3.044 -1.770
O 4.997 -1.112 0.288
C 5.559 -2.243 0.963
C 6.003 -1.930 2.378
H 8.547 0.657 -0.114
H 8.755 -0.064 -1.703
H 8.445 -1.628 0.905
H 9.939 -1.411 -0.011
H 8.603 -2.351 -0.696
H 4.365 2.602 0.247
H 3.179 2.236 -0.992
H 6.079 2.852 -1.712
H 4.831 4.107 -1.603
H 4.693 2.797 -2.785
H 6.373 -2.658 0.365
H 4.775 -2.999 0.988
H 6.699 -1.085 2.402
H 6.497 -2.795 2.820
H 5.147 -1.665 2.998
O -5.587 2.975 4.110
P -4.576 1.905 4.056
O -5.304 0.498 4.395
C -6.645 0.233 3.988
C -6.707 -0.491 2.657
O -3.671 2.122 5.376
C -3.824 3.277 6.198
C -4.797 3.019 7.332
O -3.306 1.345 3.270
C -3.435 0.780 1.956
C -4.090 1.722 0.968
H -7.234 1.151 3.949
H -7.082 -0.398 4.763
H -6.315 0.134 1.852
H -7.738 -0.751 2.411
H -6.116 -1.408 2.685
H -4.131 4.137 5.605
H -2.837 3.504 6.604
H -5.719 2.568 6.965
H -5.043 3.948 7.848
H -4.365 2.325 8.055
H -3.963 -0.174 2.018
H -2.425 0.555 1.619
H -5.061 2.075 1.332
H -4.239 1.222 0.012
H -3.464 2.600 0.804

Löwdin population analysis, charges in e, atoms 1 to 5: 0.14, 0.05, 0.16, -0.69, 0.31